40
Properties=species:S:1:pos:R:3:forces:R:3 method="wB97M-V/def2-TZVPD" multiplicity=1 charge=0 homo_energy_ha=-0.307 relative_energy_ev=0.4242 total_energy_ha=-3024.0969
Lu 1.427 0.275 -0.149 -0.7 1.1 -1.3
C 1.048 -3.824 0.920 0.0 -0.1 0.2
C 0.712 -2.370 1.058 -0.2 0.0 0.5
N 0.396 -1.643 0.038 -0.1 -0.7 -0.5
N 0.380 -2.278 -1.210 -0.1 0.0 0.0
C 0.274 -1.504 -2.243 -0.1 0.0 0.0
S 0.210 0.246 -2.387 -0.4 -0.3 -0.3
S 0.185 -2.313 -3.808 -0.2 0.2 0.2
C -0.369 -3.972 -3.323 -0.1 -0.1 0.0
C -1.710 -4.015 -2.626 0.0 0.1 0.0
C -1.804 -4.372 -1.285 -0.1 -0.1 0.0
C -3.037 -4.401 -0.639 0.1 0.0 -0.1
C -4.193 -4.068 -1.332 0.0 0.0 -0.1
C -4.108 -3.708 -2.674 0.0 0.0 0.1
C -2.876 -3.680 -3.311 0.0 0.0 0.0
C 0.756 -1.759 2.417 0.1 -0.4 -0.3
C 0.763 -2.635 3.513 0.0 -0.1 0.0
C 0.795 -2.188 4.815 0.0 0.1 0.0
C 0.830 -0.813 5.052 0.0 -0.1 0.0
C 0.829 0.074 3.998 0.0 0.1 0.2
C 0.804 -0.371 2.676 -0.1 0.3 -0.4
O 0.855 0.539 1.694 -0.6 -0.1 2.3
H 1.154 -4.084 -0.123 0.1 0.0 -0.1
H 0.262 -4.444 1.361 0.0 0.0 0.0
H 1.975 -4.034 1.455 0.0 0.0 0.0
H 0.406 -4.441 -2.723 0.0 -0.1 0.0
H -0.417 -4.485 -4.286 0.0 -0.1 0.1
H -0.900 -4.624 -0.743 -0.1 0.0 -0.1
H -3.093 -4.679 0.408 0.0 0.0 -0.1
H -5.155 -4.088 -0.831 0.1 0.0 0.0
H -5.006 -3.447 -3.222 0.1 0.0 0.0
H -2.813 -3.382 -4.353 0.0 0.0 0.0
H 0.727 -3.701 3.332 0.0 0.1 0.0
H 0.792 -2.894 5.634 0.0 0.0 0.0
H 0.861 -0.438 6.068 0.0 0.0 0.0
H 0.852 1.146 4.160 0.0 -0.1 0.0
O 3.238 -0.821 -0.437 1.0 0.2 -0.3
C 3.780 0.262 -0.837 0.0 0.1 0.2
O 3.196 1.383 -0.706 1.2 -0.2 -0.3
H 4.759 0.219 -1.313 0.2 0.0 -0.1

18
Properties=species:S:1:pos:R:3:forces:R:3 method="wB97M-V/def2-TZVPD" multiplicity=1 charge=-1 homo_energy_ha=-0.135 relative_energy_ev=4.7781 total_energy_ha=-438.8096
C -0.054 -0.448 -2.315 0.9 1.6 -5.0
N -1.057 0.005 -1.431 2.4 0.9 -2.3
C 0.780 -1.086 0.078 -2.1 -1.2 -1.1
C 0.132 0.242 -0.481 1.4 2.2 2.1
C -0.278 1.186 0.797 -0.4 -1.9 -0.9
O -0.837 0.409 1.766 -0.1 2.1 -1.2
O 0.582 0.337 -3.150 -2.6 -3.4 2.9
H -0.057 -1.518 -2.437 0.9 -0.6 0.1
H 0.060 -0.206 2.810 -0.9 0.4 -1.4
H -0.060 -1.665 0.590 1.0 0.8 -0.7
H 1.280 -1.795 -0.659 -0.6 1.1 0.6
H 1.484 -0.909 0.852 0.6 0.7 0.6
H 0.899 0.949 -0.961 -0.9 -1.4 0.3
H 0.723 1.618 1.001 0.1 0.1 0.6
H -0.833 2.066 0.269 0.0 -1.1 1.0
H -1.110 0.820 -2.118 -0.9 0.5 2.4
H 0.153 0.048 4.252 -0.3 0.6 0.9
O 0.428 -0.597 3.625 1.4 -1.4 1.0

18
Properties=species:S:1:pos:R:3:forces:R:3 method="wB97M-V/def2-TZVPD" multiplicity=1 charge=0 homo_energy_ha="-0.293 / -0.293" relative_energy_ev=6.1279 total_energy_ha=-584.5096
C -1.390 0.852 -1.434 0.1 -1.5 0.6
C 2.047 0.527 -1.267 1.6 -0.5 0.6
C -1.407 0.174 -0.042 -1.6 0.5 1.8
C 0.597 0.282 -1.023 1.9 0.9 2.7
C 0.559 -0.633 1.266 1.5 -0.7 0.7
N -0.212 0.879 -1.929 -1.4 -0.4 -0.4
N 0.024 -0.029 0.156 -1.5 2.1 -4.8
N 1.595 2.448 -0.761 -0.4 -1.1 -0.5
O 2.196 3.186 -1.505 -0.5 0.4 1.0
O 2.989 0.327 -0.500 -0.7 -0.8 0.1
O 1.165 2.612 0.368 0.4 0.9 -0.6
H -2.176 1.221 -2.051 -0.9 0.2 0.3
H 2.252 0.712 -2.319 -0.3 0.3 -0.4
H -1.900 0.853 0.756 1.2 -0.4 -1.2
H -1.968 -0.791 0.270 0.7 1.1 -1.5
H 0.236 -1.625 1.254 -0.4 -1.9 0.4
H 1.619 -0.601 1.190 0.9 0.0 0.0
H 0.261 -0.171 2.160 -0.5 0.8 1.2

158
Properties=species:S:1:pos:R:3:forces:R:3 method="wB97M-V/def2-TZVPD" multiplicity=1 charge=+1 homo_energy_ha=-0.371 total_energy_ha=-6928.5060
C -5.438 -6.103 4.332 0.6 -0.3 0.7
C -5.721 -5.020 5.447 0.5 1.0 0.0
C -6.085 -3.609 4.843 -1.6 -0.9 0.1
C -7.500 -3.415 4.480 0.6 2.1 -0.6
C -8.590 -4.482 4.612 -0.5 -0.8 0.3
I -8.944 -5.773 2.889 0.5 1.0 0.6
C -9.377 -4.675 5.709 0.7 0.7 -0.1
C -9.183 -3.802 6.999 -1.0 -0.8 -0.6
I -10.949 -6.170 5.800 1.0 1.1 0.1
C -7.910 -2.109 3.946 2.0 -0.2 1.0
C -9.401 -1.850 3.537 -0.3 0.0 -0.5
O -9.781 -2.233 2.476 0.5 -0.1 0.5
O -10.286 -1.156 4.382 1.9 0.0 -0.5
C -6.879 -1.062 3.777 0.2 -1.8 0.9
N -7.218 0.228 3.246 0.2 -0.9 1.1
C -5.484 -1.365 4.138 -1.7 0.7 -0.4
C -4.466 -0.202 3.921 0.0 -1.3 0.3
P -3.947 0.009 2.122 1.2 2.7 -2.0
O -3.681 1.453 1.842 -1.0 -1.5 0.9
O -5.113 -0.600 1.125 1.3 0.1 1.6
O -2.508 -0.782 1.820 -3.0 -0.4 0.1
N -5.134 -2.615 4.663 -1.8 0.2 -0.3
C -3.700 -2.847 4.993 1.1 0.5 -0.8
C -3.260 -2.136 6.325 0.1 0.2 0.2
O -3.898 -2.072 7.319 -0.2 -0.3 -0.8
Br -1.492 -1.251 6.291 -0.7 -0.6 -0.4
H -6.111 -6.029 3.444 0.5 -0.1 0.9
H -4.364 -6.054 3.993 -1.1 0.1 0.2
H -5.535 -7.107 4.838 -0.1 1.0 -0.8
H -4.815 -4.883 6.108 -1.0 -0.3 -0.6
H -6.541 -5.338 6.150 0.6 0.4 -1.0
H -10.056 -4.004 7.679 1.1 0.3 -0.5
H -9.224 -2.724 6.704 0.3 -0.8 0.4
H -8.230 -4.111 7.497 -0.8 0.5 -0.3
H -10.057 -0.211 4.257 -0.5 -0.4 0.5
H -8.223 0.399 3.283 0.4 -0.2 -0.3
H -6.791 0.985 3.787 0.0 -0.2 -0.4
H -3.509 -0.319 4.492 -0.8 0.1 -0.4
H -4.941 0.746 4.300 0.7 -0.8 -0.7
H -5.828 0.070 1.105 0.3 -0.3 -0.1
H -2.540 -1.023 0.865 0.3 0.1 0.5
H -3.108 -2.433 4.127 -0.5 -0.5 1.0
H -3.442 -3.932 5.047 -0.5 0.9 0.1
C -3.692 3.293 -4.832 0.2 0.0 0.1
O -2.901 2.802 -3.768 -0.1 -0.2 -0.1
C -3.679 2.453 -2.632 0.5 0.2 -0.1
C -2.964 1.408 -1.794 -0.2 0.0 0.1
O -3.049 0.090 -2.335 0.1 0.1 0.0
C -2.245 -0.170 -3.486 0.1 -0.3 0.1
C -0.759 -0.261 -3.177 0.0 0.5 -0.4
O -0.200 1.041 -3.050 -0.1 0.0 0.3
C 0.984 1.047 -2.277 -0.1 0.1 -0.2
H -4.205 4.214 -4.539 -0.1 0.0 -0.1
H -3.033 3.504 -5.674 0.0 0.0 0.1
H -4.421 2.538 -5.148 -0.1 0.1 0.0
H -4.656 2.062 -2.941 0.0 0.0 0.0
H -3.827 3.363 -2.037 -0.2 -0.1 0.2
H -3.467 1.355 -0.824 -0.1 0.0 -0.1
H -1.927 1.685 -1.595 0.0 0.1 -0.2
H -2.450 0.549 -4.280 0.2 0.1 0.1
H -2.572 -1.148 -3.849 0.0 0.0 0.1
H -0.243 -0.765 -4.002 0.0 -0.2 0.0
H -0.614 -0.834 -2.252 0.0 0.0 0.0
H 0.787 0.679 -1.265 0.1 -0.1 0.0
H 1.337 2.076 -2.203 -0.1 -0.1 -0.1
H 1.759 0.437 -2.756 0.1 0.0 0.2
C 0.862 -1.664 0.363 0.2 0.1 0.2
O 1.554 -0.856 1.290 0.0 -0.3 0.0
C 0.778 -0.582 2.449 0.4 0.3 -0.2
C 1.675 -0.280 3.638 -0.1 -0.2 0.1
O 2.249 -1.447 4.223 -0.1 0.1 -0.2
C 3.303 -2.065 3.485 0.1 -0.1 0.3
C 4.597 -1.269 3.504 -0.1 0.1 -0.5
O 4.532 -0.201 2.568 -0.1 0.2 0.2
C 5.425 0.848 2.889 -0.1 -0.1 -0.1
H -0.036 -1.152 -0.002 -0.1 -0.1 0.0
H 1.526 -1.860 -0.479 0.0 0.1 0.0
H 0.591 -2.624 0.818 -0.1 0.0 0.0
H 0.135 -1.437 2.690 0.0 0.0 0.0
H 0.151 0.290 2.230 -0.2 0.0 0.1
H 1.053 0.159 4.423 0.0 -0.1 0.0
H 2.441 0.458 3.395 0.0 -0.1 -0.2
H 2.987 -2.300 2.468 0.1 0.2 -0.1
H 3.487 -3.016 3.990 0.0 0.1 0.1
H 5.432 -1.918 3.211 0.0 -0.1 0.2
H 4.774 -0.884 4.515 0.0 0.0 0.0
H 5.193 1.263 3.876 0.1 0.0 0.1
H 5.302 1.639 2.149 0.0 -0.1 0.0
H 6.461 0.493 2.863 0.0 0.1 0.1
C -0.354 2.665 4.165 0.1 0.2 -0.2
O -0.098 3.362 2.967 -0.1 0.1 0.3
C -1.258 3.467 2.148 0.5 0.1 -0.2
C -1.164 4.677 1.235 -0.2 0.0 0.0
O -1.444 5.909 1.895 0.2 -0.1 0.0
C -0.432 6.400 2.772 -0.1 0.2 -0.1
C 0.791 6.933 2.043 0.2 -0.4 0.2
O 1.632 5.861 1.635 -0.2 0.0 -0.2
C 2.462 6.215 0.548 0.0 -0.1 0.2
H -0.658 1.633 3.955 -0.1 -0.1 0.1
H 0.564 2.654 4.754 0.0 0.0 -0.1
H -1.130 3.175 4.748 -0.1 -0.1 0.0
H -2.158 3.551 2.768 0.0 0.0 0.0
H -1.323 2.555 1.544 -0.3 0.0 0.0
H -1.938 4.577 0.469 -0.1 0.0 0.1
H -0.207 4.717 0.712 0.1 -0.1 0.2
H -0.165 5.655 3.522 0.2 -0.1 -0.1
H -0.895 7.236 3.303 0.0 0.0 -0.1
H 1.372 7.572 2.719 -0.1 0.2 0.0
H 0.470 7.520 1.175 0.0 0.0 0.0
H 1.859 6.505 -0.319 0.1 0.1 0.0
H 3.055 5.342 0.276 0.0 0.0 0.1
H 3.138 7.032 0.827 0.0 0.0 -0.1
C 1.704 -3.919 -9.185 0.1 0.2 0.2
O 2.268 -2.737 -8.658 -0.2 0.1 -0.2
C 3.237 -2.166 -9.529 0.0 0.0 0.5
C 3.367 -0.672 -9.283 0.0 0.0 -0.2
O 2.310 0.091 -9.859 0.0 -0.1 0.2
C 1.047 0.018 -9.203 0.1 0.3 -0.1
C 1.013 0.759 -7.876 0.0 -0.5 0.1
O 1.615 -0.025 -6.853 0.2 0.1 0.0
C 2.080 0.766 -5.778 -0.2 -0.1 -0.1
H 2.470 -4.691 -9.311 -0.1 -0.1 -0.1
H 0.950 -4.277 -8.483 0.1 0.0 0.0
H 1.212 -3.716 -10.143 0.1 -0.1 -0.1
H 2.960 -2.336 -10.575 0.0 0.0 0.0
H 4.197 -2.656 -9.326 0.1 0.1 -0.2
H 4.276 -0.329 -9.784 -0.1 0.0 -0.1
H 3.486 -0.444 -8.222 -0.1 -0.2 0.1
H 0.715 -1.016 -9.100 0.1 0.0 0.2
H 0.345 0.513 -9.879 0.1 0.1 0.0
H -0.028 0.943 -7.584 -0.1 0.2 -0.1
H 1.535 1.718 -7.981 0.0 0.0 0.0
H 2.832 1.483 -6.124 0.0 0.1 0.0
H 2.551 0.104 -5.049 -0.1 0.0 -0.1
H 1.247 1.291 -5.297 0.1 0.1 0.1
C 10.274 0.219 -4.253 -0.2 -0.1 0.1
O 9.515 -0.270 -3.166 0.1 0.2 0.1
C 10.303 -1.020 -2.251 -0.5 0.0 -0.1
C 9.680 -1.002 -0.866 0.2 0.0 0.1
O 9.908 0.215 -0.158 -0.2 0.0 -0.2
C 9.158 1.348 -0.591 0.0 0.0 0.3
C 7.685 1.273 -0.222 0.0 -0.1 -0.6
O 6.986 0.434 -1.131 0.0 -0.2 0.1
C 5.797 -0.088 -0.574 0.2 0.1 -0.2
H 10.688 -0.608 -4.839 0.1 0.1 -0.1
H 9.614 0.809 -4.889 0.0 -0.1 0.1
H 11.080 0.869 -3.897 0.1 -0.1 -0.1
H 11.319 -0.613 -2.196 0.0 0.0 0.0
H 10.349 -2.053 -2.619 0.2 -0.1 0.1
H 10.169 -1.777 -0.269 0.1 0.1 0.0
H 8.618 -1.249 -0.894 0.0 0.1 -0.2
H 9.301 1.531 -1.657 -0.2 -0.1 0.0
H 9.592 2.199 -0.060 0.0 -0.1 0.1
H 7.240 2.274 -0.284 0.1 0.1 0.2
H 7.587 0.894 0.802 0.0 0.0 0.0
H 6.018 -0.686 0.317 -0.1 0.1 0.1
H 5.332 -0.739 -1.316 0.1 0.1 0.0
H 5.101 0.721 -0.323 -0.1 -0.1 0.1

14
Properties=species:S:1:pos:R:3:forces:R:3 method="wB97M-V/def2-TZVPD" multiplicity=2 charge=0 homo_energy_ha="-0.284 / -0.269" relative_energy_ev=0.8098 total_energy_ha=-588.0124
O -1.527 -1.055 0.314 0.3 0.0 -0.5
C 0.535 -0.865 0.175 3.3 2.9 5.9
O 0.536 0.543 0.230 -1.2 -1.4 -1.4
O 0.921 -1.506 1.240 -2.0 1.2 -4.7
O 1.075 -1.134 -1.093 -0.4 -0.8 -1.5
C 2.281 -1.893 -1.191 0.2 -0.9 -0.4
C 2.631 -2.112 -2.673 -0.3 0.2 0.4
H 3.109 -1.369 -0.707 -0.2 0.1 0.2
H 2.171 -2.875 -0.725 -0.2 0.3 0.2
H 2.940 -1.185 -3.156 0.0 0.2 -0.1
H 3.464 -2.809 -2.774 0.0 0.0 0.1
H 1.786 -2.516 -3.232 0.0 0.0 0.1
Na -1.940 1.107 0.735 1.0 -0.9 -0.1
Li 1.096 0.784 -1.767 -0.4 -0.8 1.6

80
Properties=species:S:1:pos:R:3:forces:R:3 method="wB97M-V/def2-TZVPD" multiplicity=1 charge=0 homo_energy_ha=-0.305 relative_energy_ev=8.1757 total_energy_ha=-2039.6999 smiles="NC(N)=O.NC(N)=O.NC(N)=O.NC(N)=O.NC(N)=O.NC(N)=O.NC(N)=O.CO.CO.CO.CO"
N -0.023 4.244 2.313 0.7 0.3 8.1
C -0.315 4.184 1.078 -7.2 4.1 -3.6
N 0.500 3.654 0.248 2.4 -1.9 -4.3
O -1.474 4.783 0.743 3.9 -1.8 0.2
H -0.641 4.902 2.903 1.2 -1.8 -1.6
H 0.280 3.399 2.838 0.1 1.0 -0.7
H 0.268 3.668 -0.785 0.1 -0.2 1.7
H 1.422 3.180 0.521 -1.5 1.1 -0.3
N -2.768 -2.642 2.124 -3.1 -5.4 0.0
C -1.757 -1.961 1.759 5.7 -3.0 -2.6
N -1.881 -0.712 2.059 3.0 5.1 -0.6
O -0.683 -2.610 1.189 -4.6 3.4 2.6
H -2.741 -3.613 1.782 -0.4 0.7 0.4
H -3.513 -2.387 2.749 0.3 0.4 -0.1
H -1.037 -0.106 1.749 -1.8 -0.9 1.0
H -2.756 -0.205 1.842 0.8 -1.1 0.5
N 2.896 2.861 1.258 -1.7 0.3 3.3
C 3.600 2.484 0.227 1.6 -6.0 -2.7
N 4.082 3.463 -0.523 0.8 1.6 -1.3
O 3.769 1.132 -0.116 -0.6 6.6 1.5
H 2.703 2.042 1.895 0.0 0.1 0.0
H 2.754 3.835 1.644 1.0 -1.6 -0.9
H 4.758 3.257 -1.238 -0.2 -0.2 -0.1
H 3.869 4.461 -0.372 0.2 -1.2 0.1
N -3.998 0.702 0.955 -0.5 -2.6 -1.2
C -3.161 1.659 0.566 2.1 2.0 -3.5
N -3.150 2.710 1.393 0.2 0.3 2.0
O -2.474 1.644 -0.590 -3.0 -0.1 4.3
H -4.172 -0.142 0.325 0.0 1.5 1.4
H -4.621 0.807 1.733 -0.1 0.4 0.0
H -2.557 3.541 1.215 0.0 -0.1 -0.3
H -3.441 2.554 2.396 0.4 0.3 -1.9
N 2.599 -1.489 3.629 -0.6 -1.0 5.0
C 2.734 -0.653 2.671 0.6 6.9 -3.7
N 2.997 -1.226 1.468 0.0 -0.1 1.2
O 2.667 0.714 2.775 0.2 -5.8 0.7
H 2.542 -1.172 4.603 -0.2 0.2 -0.9
H 2.837 -2.455 3.597 0.1 -0.5 -0.8
H 3.094 -0.612 0.701 0.0 1.1 -0.7
H 2.582 -2.128 1.299 -0.1 -0.2 0.0
N -2.847 -0.901 -1.401 0.3 -0.9 -0.3
C -3.938 -1.606 -1.252 0.2 -7.9 -0.4
N -4.991 -0.834 -0.988 -4.9 1.1 0.4
O -4.004 -3.061 -1.266 0.1 8.0 0.1
H -2.054 -1.448 -1.659 1.1 0.1 -0.1
H -2.795 0.101 -1.192 0.4 0.1 -0.3
H -5.980 -1.174 -0.844 2.1 -0.2 -0.4
H -5.019 0.176 -1.210 0.4 -1.2 -0.3
N 1.548 -3.296 0.043 -3.4 2.0 0.9
C 2.272 -4.352 0.008 -4.7 -7.6 2.6
N 3.479 -4.119 -0.386 2.8 -4.3 -0.4
O 1.734 -5.606 0.380 3.4 6.0 -1.8
H 0.549 -3.288 0.365 1.3 -0.1 -0.3
H 1.864 -2.524 -0.493 -0.3 0.7 -0.4
H 4.090 -4.906 -0.316 0.3 -0.2 -0.2
H 3.890 -3.283 -0.551 1.0 3.0 -0.4
C -0.680 -3.426 -2.002 0.0 -1.8 -0.2
O -0.521 -2.110 -2.419 -1.3 1.2 -0.1
H 0.207 -3.977 -2.294 0.4 -0.3 0.5
H -1.418 -3.841 -2.667 -0.9 -0.3 0.4
H -0.905 -3.560 -0.917 -0.1 0.2 -1.0
H 0.393 -1.945 -2.428 1.8 0.7 0.2
C 0.363 0.243 -0.005 0.0 0.4 -0.9
O -0.088 1.023 1.084 0.6 0.3 1.3
H 1.410 0.472 -0.272 -0.4 -0.2 0.2
H -0.309 0.571 -0.806 0.4 -0.8 -0.5
H 0.235 -0.824 0.247 0.0 0.5 -0.2
H 0.177 1.941 0.949 -0.3 -0.5 -0.2
C 2.184 -0.190 -2.955 4.0 1.4 1.7
O 2.253 -1.208 -1.917 0.9 0.0 -0.4
H 1.251 0.277 -2.946 -1.8 0.0 -0.4
H 2.632 -0.494 -3.915 -0.8 -0.2 0.3
H 2.860 0.674 -2.576 -0.9 -1.2 -0.7
H 3.160 -1.196 -1.517 -1.1 0.3 -0.8
C -1.150 1.898 -3.419 0.1 -1.4 -0.2
O -0.532 2.613 -2.369 1.0 0.2 -0.8
H -2.143 2.294 -3.518 -0.7 0.0 -0.4
H -1.209 0.804 -3.149 -0.1 0.9 -0.3
H -0.644 1.947 -4.393 0.2 0.4 0.5
H -1.112 2.366 -1.659 -0.6 0.1 1.4

20
Properties=species:S:1:pos:R:3:forces:R:3 method="wB97M-V/def2-TZVPD" multiplicity=1 charge=+1 homo_energy_ha=-0.533 relative_energy_ev=2.9268 total_energy_ha=-344.6593
C -2.119 -1.078 -0.069 -0.6 -0.4 -0.7
C 2.238 -0.926 0.329 -3.8 0.2 0.0
C -2.167 0.451 0.040 -0.3 -2.4 -1.8
C 0.066 1.197 0.096 -0.7 -1.3 1.3
N 0.837 2.258 -0.065 1.3 2.3 -1.0
N 1.174 -0.379 -0.581 -1.3 -1.4 -2.0
O -1.093 1.183 -0.551 1.5 0.2 -0.4
H -1.235 -1.464 0.377 0.6 -0.5 1.2
H -3.044 -1.564 0.336 0.9 0.7 0.2
H -2.070 -1.531 -1.053 -0.1 0.6 -0.7
H 2.472 -0.040 0.845 1.6 0.5 1.1
H 1.716 -1.664 0.977 0.6 0.6 -0.1
H 2.926 -1.419 -0.262 2.0 -0.7 -0.7
H -2.228 0.625 1.055 -0.2 1.1 2.1
H -3.024 0.752 -0.506 -0.8 0.8 -0.2
H 0.055 0.599 1.020 0.3 0.9 0.0
H 1.711 2.501 0.536 -2.5 -0.8 -1.7
H 0.592 2.862 -0.936 0.9 -1.3 2.3
H 1.541 -0.046 -1.503 -0.2 -0.5 1.1
H 0.499 -1.156 -0.804 0.9 1.1 0.0

49
Properties=species:S:1:pos:R:3:forces:R:3 method="wB97M-V/def2-TZVPD" multiplicity=1 charge=0 homo_energy_ha=-0.284 total_energy_ha=-1934.4044
Al 0.070 -0.080 0.095 -0.6 0.7 1.0
N -0.790 2.380 3.630 0.1 0.1 0.0
C -0.546 1.782 2.435 -0.1 -0.1 -0.2
S -0.423 0.056 2.428 0.1 -0.1 -0.1
N -0.391 2.570 1.411 -0.1 0.5 0.3
N -0.114 1.940 0.223 0.0 -0.3 -0.3
C 0.034 2.742 -0.777 0.0 0.1 0.2
C 0.294 2.371 -2.140 0.0 -0.1 -0.2
C 0.378 3.379 -3.111 0.0 0.0 0.0
C 0.610 3.072 -4.433 0.0 0.1 -0.1
C 0.770 1.736 -4.803 0.0 -0.1 0.1
C 0.693 0.724 -3.868 0.0 0.0 -0.1
C 0.442 1.019 -2.523 0.0 0.2 0.3
O 0.353 0.064 -1.632 0.1 -0.3 -0.8
H -1.111 1.811 4.389 0.0 0.0 0.0
H -1.012 3.362 3.622 0.0 0.0 0.0
H -0.071 3.805 -0.562 0.0 0.0 0.0
H 0.259 4.412 -2.803 0.0 0.0 0.0
H 0.663 3.855 -5.178 0.0 0.0 0.0
H 0.960 1.488 -5.840 0.0 0.0 0.0
H 0.823 -0.311 -4.154 0.0 0.0 0.0
O -0.402 -3.929 -0.059 0.0 0.1 0.0
C -0.527 -2.727 0.004 0.1 -0.1 0.0
O 0.422 -1.858 0.155 0.1 -0.2 0.0
C -1.906 -2.098 -0.063 -0.1 0.2 0.0
C -3.040 -2.922 -0.003 -0.1 -0.1 0.0
C -4.271 -2.340 0.010 0.1 0.0 0.0
C -4.372 -0.935 -0.074 0.2 0.1 0.0
C -5.617 -0.268 -0.071 -0.1 0.0 0.0
C -5.681 1.090 -0.188 -0.1 -0.1 0.0
C -4.497 1.839 -0.326 0.1 0.0 0.0
C -3.277 1.225 -0.322 0.1 0.0 0.0
C -3.177 -0.175 -0.178 -0.3 -0.1 0.0
N -1.952 -0.783 -0.142 0.1 -0.3 0.0
H -2.889 -3.990 0.043 0.0 0.0 0.0
H -5.175 -2.934 0.074 0.0 0.0 0.0
H -6.520 -0.859 0.026 0.0 0.0 0.0
H -6.638 1.594 -0.181 0.0 0.0 0.0
H -4.559 2.914 -0.435 0.0 0.0 0.0
H -2.372 1.797 -0.433 0.1 0.1 0.0
C 2.957 1.597 2.058 -0.1 -0.1 -0.1
C 3.147 0.286 1.330 0.0 0.2 0.5
O 2.070 0.090 0.402 0.1 -0.5 -0.8
H 3.798 1.752 2.733 0.0 0.0 0.0
H 2.037 1.581 2.641 0.1 0.0 0.0
H 2.909 2.426 1.351 0.0 0.0 0.0
H 3.172 -0.542 2.042 0.0 0.0 -0.1
H 4.078 0.299 0.761 0.0 -0.1 0.0
H 2.220 -0.735 -0.095 0.3 0.2 0.2